This record from the Open Molecules 2025 dataset describes a structure of composition C41H54As2BrCsN5O11PS3. The level of theory is ωB97M-V with the def2-TZVPD basis set.

Structure (ORCA input):
```
! RIJCOSX wB97M-V def2-TZVPD def2/J DEFGRID3
* xyz -2 1
Cs -0.3651 0.0434 0.6660
N 4.1544 -2.6376 2.7822
C 3.3119 -2.7648 1.6716
S 2.1610 -4.0300 1.7000
N 3.5550 -1.9031 0.7232
N 2.5813 -1.8564 -0.2583
C 2.9775 -2.0176 -1.4602
C 4.3577 -2.4248 -1.8543
C 5.4777 -1.6903 -1.4804
C 6.7431 -2.0907 -1.8762
C 6.9122 -3.2405 -2.6349
C 5.8015 -3.9871 -2.9984
C 4.5359 -3.5758 -2.6128
C 2.0129 -1.7512 -2.5740
C 2.5045 -1.4680 -3.8508
C 1.6220 -1.1410 -4.8625
C 0.2704 -1.0935 -4.5708
C -0.1205 -1.3792 -3.2686
N 0.7080 -1.7153 -2.2974
H 4.2934 -3.5079 3.2696
H 5.0001 -2.1289 2.5661
H 5.3488 -0.8110 -0.8656
H 7.6027 -1.5019 -1.5780
H 7.9038 -3.5576 -2.9334
H 5.9158 -4.8932 -3.5806
H 3.6717 -4.1610 -2.8979
H 3.5677 -1.4907 -4.0380
H 1.9913 -0.9111 -5.8548
H -0.4718 -0.8287 -5.3088
H -1.1727 -1.3099 -2.9992
C 1.4994 1.2429 4.1728
C 2.7073 1.3941 3.2431
C 3.9167 1.9402 4.0026
P 2.1298 2.2081 1.6748
C 3.6364 2.7007 0.7036
C 4.5304 3.8483 1.1720
C 4.4583 1.4566 0.3941
C 1.2701 3.7768 2.1714
C 1.8838 4.7055 3.2178
C 0.8930 4.5432 0.9059
H 1.7008 0.4749 4.9229
H 0.5795 0.9700 3.6537
H 1.2885 2.1739 4.7014
H 2.9741 0.3826 2.9004
H 3.7806 2.9771 4.3105
H 4.8265 1.8886 3.4055
H 4.0865 1.3481 4.9055
H 3.1808 3.0166 -0.2442
H 4.9013 3.7012 2.1854
H 4.0040 4.8012 1.1483
H 5.3994 3.9379 0.5138
H 5.0207 1.1193 1.2666
H 5.1853 1.6756 -0.3949
H 3.8445 0.6139 0.0797
H 0.3238 3.3921 2.5722
H 2.8388 5.1261 2.9017
H 2.0411 4.2027 4.1701
H 1.2039 5.5408 3.4035
H 1.7721 4.8993 0.3594
H 0.2889 5.4146 1.1654
H 0.2894 3.9180 0.2529
C -1.4543 -3.9091 2.5867
O -2.1845 -3.2655 1.5323
C -3.4275 -2.8745 1.8508
O -3.9607 -3.1409 2.9012
C -4.0070 -2.0507 0.7555
C -5.2147 -1.5308 0.9479
As -6.0785 -0.0329 -0.1071
C -7.9377 -0.7082 -0.1531
C -5.2670 -0.9332 -1.6451
C -3.9470 -0.6451 -1.6886
As -2.7016 -1.8866 -0.7903
C -3.0903 -3.6823 -1.5070
C -3.3756 0.7451 -1.6839
O -2.1851 0.9176 -1.8431
O -4.2715 1.7247 -1.7030
C -3.7222 3.0554 -1.5700
C -5.7305 -2.2697 -2.1239
O -5.5394 -2.6552 -3.2564
O -6.4795 -2.9334 -1.2339
C -6.9793 -4.1967 -1.6521
C -6.1098 -1.9514 2.0830
O -6.8502 -2.9010 1.9657
O -6.1642 -1.1794 3.1652
C -5.1248 -0.1974 3.3832
H -0.4492 -4.0544 2.1994
H -1.9414 -4.8499 2.8455
H -1.4357 -3.2543 3.4595
H -8.5365 -0.0368 0.4641
H -8.0262 -1.7255 0.2082
H -8.2921 -0.6484 -1.1823
H -4.0349 -4.0802 -1.1411
H -2.2717 -4.3079 -1.1520
H -3.0898 -3.6537 -2.5952
H -4.5491 3.6752 -1.2324
H -3.3505 3.3890 -2.5405
H -2.9347 3.0562 -0.8156
H -7.3496 -4.6694 -0.7451
H -6.1843 -4.7892 -2.1082
H -7.7855 -4.0625 -2.3776
H -5.3786 0.2568 4.3343
H -5.1259 0.5687 2.6096
H -4.1557 -0.6851 3.4369
Br 2.6577 5.9477 -2.8662
C 2.1757 4.1173 -2.7547
C 0.8551 3.7650 -2.5494
C 0.5575 2.4107 -2.4489
N 1.4755 1.4529 -2.5322
C 2.7329 1.8206 -2.7265
C 3.1479 3.1386 -2.8524
H 0.0783 4.5059 -2.4392
H -0.4580 2.0885 -2.2697
H 3.4611 1.0188 -2.7740
H 4.1896 3.3851 -2.9959
O -2.0366 1.1521 2.9534
S -2.6244 1.7730 1.7492
O -3.1526 0.6815 0.8800
O -1.5705 2.4925 0.9842
S -4.1030 3.0568 2.2002
*
```

Results
E in Eh: -11297.82659
Molar mass in g/mol: 1282.735
Orbital gap in hartree: 0.204

Atomic partial charges in e from the Mulliken method, atoms 1 to 8: atom 1 (Cs): 1.407, atom 2 (N): -0.438, atom 3 (C): -0.032, atom 4 (S): -0.577, atom 5 (N): -0.466, atom 6 (N): 0.685, atom 7 (C): -0.457, atom 8 (C): -0.497